Molecular formula: C44H43F8GeN8O2PSSr
Method: DFT, ωB97M-V/def2-TZVPD

LUMO level, Ha: -0.1588
Kohn-Sham gap, eV: 8.83
Charge: +2
2S+1: 1

Each line ends with the Mulliken charge.
Positions of all 109 atoms, in Å:
Sr  -0.234  0.338  0.730  1.80
C  -1.845  5.140  -2.600  -0.78
N  -0.994  4.052  -2.125  0.18
C  0.333  3.911  -2.417  -0.92
C  0.749  2.786  -1.773  -0.92
N  -0.299  2.229  -1.088  1.28
C  -1.339  3.021  -1.320  -0.64
P  -3.033  2.810  -0.687  -0.65
C  -2.707  2.873  1.104  -0.80
N  -1.728  2.270  1.770  1.64
C  -1.800  2.744  3.054  -1.11
C  -2.831  3.628  3.159  -0.95
N  -3.400  3.705  1.920  0.19
C  -4.532  4.563  1.581  -0.82
C  -3.252  1.030  -0.992  -0.68
N  -2.497  0.029  -0.560  1.17
C  -3.008  -1.099  -1.150  -0.80
C  -4.073  -0.772  -1.931  -1.13
N  -4.218  0.580  -1.829  0.23
C  -5.246  1.364  -2.513  -0.79
H  -1.260  5.741  -3.290  0.32
H  -2.168  5.764  -1.770  0.31
H  -2.711  4.740  -3.122  0.31
H  0.849  4.610  -3.050  0.48
H  1.732  2.350  -1.764  0.54
H  -1.116  2.423  3.819  0.67
H  -3.207  4.197  3.990  0.49
H  -5.084  4.771  2.493  0.35
H  -5.189  4.053  0.882  0.34
H  -4.184  5.497  1.143  0.31
H  -2.567  -2.074  -1.020  0.63
H  -4.719  -1.367  -2.550  0.48
H  -5.846  0.679  -3.105  0.32
H  -4.785  2.094  -3.174  0.31
H  -5.882  1.866  -1.789  0.32
O  -1.264  -1.870  1.410  0.05
C  -1.194  -2.636  2.631  -0.83
C  -2.215  -2.149  3.637  -0.95
C  -2.155  -0.639  3.883  -0.25
C  -0.816  -0.201  4.409  0.10
C  -0.585  -0.174  5.780  -0.51
C  0.663  0.178  6.261  -0.82
C  1.659  0.490  5.349  -0.93
C  1.347  0.437  4.004  -0.78
N  0.143  0.110  3.520  1.36
H  -2.158  -1.954  1.052  0.03
H  -0.173  -2.500  2.988  0.41
H  -1.335  -3.693  2.394  0.40
H  -2.050  -2.690  4.572  0.46
H  -3.221  -2.418  3.303  0.44
H  -2.930  -0.365  4.599  0.69
H  -2.383  -0.097  2.961  -0.51
H  -1.389  -0.428  6.457  0.57
H  0.854  0.209  7.325  0.46
H  2.652  0.772  5.665  0.54
H  2.105  0.677  3.270  0.23
F  5.853  3.809  3.629  -0.26
C  4.553  4.003  3.867  0.73
F  4.278  3.498  5.084  -0.24
F  4.325  5.320  3.911  -0.25
C  3.689  3.329  2.822  0.23
C  2.398  3.775  2.599  -1.30
C  1.617  3.087  1.685  -0.04
N  2.039  2.002  1.032  0.71
C  3.294  1.601  1.244  -0.72
C  4.162  2.235  2.117  -0.72
H  2.005  4.640  3.113  0.54
H  0.605  3.411  1.473  0.45
H  3.613  0.730  0.681  0.24
H  5.174  1.879  2.243  0.58
O  1.823  -1.375  1.030  -0.07
H  2.560  -1.570  1.619  0.15
H  1.541  -2.225  0.659  0.07
Ge  2.473  -1.172  -2.411  0.72
C  2.401  -0.840  -4.295  0.27
C  2.080  -1.845  -5.208  0.16
C  2.027  -1.577  -6.566  -0.85
C  2.299  -0.297  -7.029  -0.54
C  2.626  0.710  -6.134  -0.65
C  2.672  0.441  -4.773  -0.21
C  3.885  -2.314  -1.803  0.50
C  4.004  -3.644  -2.205  0.10
C  5.063  -4.424  -1.769  -0.87
C  6.024  -3.881  -0.928  -0.54
C  5.929  -2.557  -0.529  -0.70
C  4.864  -1.781  -0.963  -0.20
H  2.513  0.159  -1.629  -0.87
H  1.890  -2.858  -4.867  0.40
H  1.784  -2.366  -7.263  0.44
H  2.265  -0.088  -8.089  0.41
H  2.853  1.703  -6.497  0.42
H  2.934  1.243  -4.091  0.32
H  3.278  -4.083  -2.879  0.37
H  5.144  -5.452  -2.091  0.45
H  6.853  -4.489  -0.593  0.40
H  6.690  -2.129  0.109  0.44
H  4.813  -0.742  -0.654  0.35
F  -0.825  -6.770  -4.771  -0.28
C  -0.543  -5.680  -4.081  0.63
C  0.212  -5.770  -2.920  0.33
F  0.643  -6.951  -2.501  -0.29
C  0.499  -4.622  -2.201  -0.42
F  1.195  -4.756  -1.069  -0.40
C  0.067  -3.371  -2.621  0.26
S  0.428  -1.913  -1.704  0.45
C  -0.707  -3.311  -3.775  -0.26
F  -1.170  -2.142  -4.216  -0.45
C  -1.010  -4.446  -4.507  0.49
F  -1.738  -4.359  -5.612  -0.30

Atoms 1-6, force components in eV/Å:
0.544 -0.114 0.282
0.053 -0.069 0.000
0.100 0.108 -0.087
-0.075 0.084 -0.055
-0.051 -0.130 0.054
0.084 0.336 -0.240